Record 1
The molecule C4H8OS in a non-equilibrium geometry, computed with ωB97M-V/def2-TZVPD.

Geometry as XYZ:
```
14
Properties=species:S:1:pos:R:3:forces:R:3:mulliken_charge:R:1
C -0.988 -1.045 -0.104 0.9 -0.1 -0.2 -1.50
C -0.202 0.251 0.263 -3.4 -0.2 -0.7 0.85
C 0.062 0.246 1.713 1.2 -1.5 0.3 -0.26
O -0.332 1.035 2.506 -0.4 0.8 0.7 -0.44
C 1.040 0.379 -0.517 2.2 2.2 -0.5 -0.88
S 0.932 0.388 -2.334 -1.1 0.6 0.0 -0.22
H -1.810 -1.214 0.567 -0.4 0.0 0.3 0.43
H -0.361 -1.953 -0.126 0.0 0.4 0.3 0.35
H -1.351 -0.950 -1.119 -0.2 0.1 -0.2 0.39
H -0.971 1.096 0.104 1.5 -0.8 -0.1 0.16
H 0.691 -0.639 2.032 -0.2 0.4 0.0 0.28
H 1.491 1.392 -0.269 -0.2 -1.3 -0.1 0.35
H 1.814 -0.386 -0.313 -0.5 0.2 0.2 0.36
H -0.014 1.401 -2.401 0.8 -0.8 0.0 0.13
```
Positions in Å, forces in eV/Å.

The calculation puts the HOMO energy at -9.37 eV. The energy above the lowest of the compared OMol25 structures with the same formula, charge and spin comes out at 0.707 eV. As for the orbital gap: 10.14 eV. For the strongest force on any atom, the calculation gives 3.46 eV Å⁻¹. The LUMO energy is 0.8 eV.

Record 2
A structure of composition C45H95Be2F6N7O13S4 in a non-equilibrium geometry, computed with ωB97M-V/def2-TZVPD.

Geometry as XYZ:
```
172
Properties=species:S:1:pos:R:3:forces:R:3:mulliken_charge:R:1
Be 1.323 -1.619 1.378 0.6 -0.1 -1.3 1.28
Be 3.057 0.566 -1.559 -0.9 -0.8 1.4 1.23
F 3.478 -1.442 -0.005 -1.7 1.5 -0.2 -0.73
F 0.831 -0.006 -0.539 2.1 -0.5 0.4 -0.62
N 4.123 2.590 -0.753 2.4 -2.1 2.1 0.06
S 5.394 3.026 0.416 3.5 -3.8 4.7 0.85
O 4.889 3.057 1.775 -0.3 0.7 -2.1 -0.44
O 6.602 3.754 0.087 -2.6 0.8 -0.6 -0.55
F 6.069 1.619 0.398 -0.5 -1.6 -0.5 -0.26
S 4.020 4.072 -1.064 -6.4 7.5 -4.9 0.92
O 4.991 4.599 -2.029 -1.7 -1.0 2.1 -0.56
O 3.353 4.911 -0.043 3.3 -1.4 -0.8 -0.56
F 2.592 3.973 -1.938 1.2 -0.9 -0.6 -0.36
N 0.736 -3.585 2.597 -3.2 1.2 -1.5 0.44
S -0.895 -4.078 2.494 -2.9 5.2 -3.7 0.44
O -1.743 -3.734 3.601 1.2 -1.8 -0.6 -0.49
O -1.228 -4.989 1.418 0.8 0.2 2.2 -0.56
F -1.080 -2.616 1.661 0.0 -0.1 -0.4 0.07
S 1.122 -4.677 3.569 8.5 -5.1 4.5 0.75
O 1.510 -5.934 2.914 -1.8 1.9 0.9 -0.62
O 0.599 -4.717 4.916 -0.8 0.2 -1.9 -0.56
F 2.608 -4.066 3.896 -0.8 0.1 -0.4 -0.33
C 0.667 0.138 -4.174 1.3 -0.2 1.4 -2.44
C 1.891 0.509 -5.058 -0.8 1.6 -0.4 2.28
C 1.723 1.980 -5.521 -0.5 0.5 -1.7 -1.56
C 2.904 2.695 -6.193 0.0 -0.6 0.8 -0.77
C 4.030 2.614 -5.177 0.1 0.0 -0.9 -0.80
C 4.412 1.104 -4.904 0.4 1.3 -0.1 1.04
N 3.201 0.451 -4.321 -1.2 1.7 1.3 0.86
O 3.443 -0.811 -3.828 0.3 -1.0 0.7 -0.05
C 5.032 0.300 -6.124 -1.2 0.3 0.3 -1.51
C 5.472 1.222 -3.795 -0.1 -1.6 0.6 -1.72
C 1.814 -0.333 -6.317 0.5 -0.9 -0.2 -1.74
H -0.298 0.045 -4.673 0.3 0.6 -0.3 0.56
H 0.647 0.830 -3.332 -0.5 0.5 -0.1 0.36
H 0.751 -0.807 -3.637 0.5 -0.4 -0.4 0.37
H 0.986 2.053 -6.321 -0.6 -0.9 0.1 0.40
H 1.312 2.728 -4.843 0.3 -0.5 0.9 0.36
H 2.427 3.631 -6.485 0.9 0.6 0.4 0.44
H 3.319 2.324 -7.131 -0.5 -0.7 -0.1 0.32
H 3.757 3.081 -4.230 -0.1 -0.1 0.1 -0.05
H 4.895 3.171 -5.538 0.3 -0.3 0.1 0.58
H 6.037 0.672 -6.321 -0.1 -0.3 0.0 0.48
H 4.985 -0.782 -6.001 0.8 -0.1 0.9 0.25
H 4.451 0.288 -7.046 -0.1 1.1 -0.1 0.35
H 5.684 0.213 -3.441 0.6 -0.2 -0.3 0.49
H 6.403 1.724 -4.057 -0.2 -0.1 -0.3 0.45
H 5.120 1.668 -2.865 -0.4 0.7 -0.3 0.00
H 0.782 -0.676 -6.396 0.2 0.0 -0.4 0.52
H 2.434 -1.226 -6.241 0.0 -0.3 0.0 0.24
H 2.132 0.182 -7.223 -0.1 0.1 0.1 0.29
H 3.651 -1.377 -4.574 0.1 -0.6 -0.3 0.19
C 3.654 1.544 4.759 -0.9 0.9 -1.3 -1.52
C 3.277 0.148 4.201 0.4 -1.1 1.7 1.32
C 3.625 -0.788 5.407 0.0 -0.5 0.9 -1.45
C 2.696 -0.693 6.688 -0.2 0.3 -2.5 -0.76
C 1.243 -0.916 6.114 1.1 0.6 0.8 -1.43
C 0.821 0.014 4.954 -1.1 -1.4 -0.6 1.90
N 1.817 -0.137 3.841 1.1 -1.3 1.1 0.96
O 1.414 0.716 2.832 0.1 0.8 -1.0 0.06
C -0.554 -0.567 4.357 1.8 0.0 -0.2 -1.68
C 0.474 1.414 5.394 -0.6 -0.4 0.6 -1.83
C 4.183 -0.175 2.969 -1.3 -0.2 1.2 -1.76
H 3.239 1.885 5.707 -0.1 -0.5 0.0 0.24
H 3.335 2.273 4.013 0.1 0.5 -0.1 0.31
H 4.734 1.679 4.800 0.0 -0.4 0.0 0.49
H 3.597 -1.857 5.194 0.0 0.0 -0.7 0.15
H 4.669 -0.570 5.628 0.1 0.0 0.2 0.54
H 2.807 0.247 7.228 -0.2 0.3 -0.2 0.36
H 2.931 -1.447 7.438 0.1 -0.3 -0.4 0.48
H 0.647 -0.786 7.017 -0.9 -0.1 -0.5 0.43
H 1.130 -1.927 5.721 0.2 -0.2 0.3 0.24
H -0.976 -0.023 3.512 0.2 0.6 0.2 0.27
H -0.237 -1.506 3.902 -0.6 -0.5 0.5 -0.31
H -1.305 -0.624 5.144 0.1 -0.5 -0.1 0.69
H 1.074 1.774 6.230 0.2 0.4 -0.4 0.39
H 0.285 2.082 4.554 0.4 0.3 0.2 0.34
H -0.517 1.203 5.796 -0.1 0.7 0.4 0.51
H 3.922 0.420 2.094 0.1 0.0 0.1 0.18
H 3.971 -1.229 2.787 0.4 -0.1 -0.4 0.29
H 5.226 -0.033 3.251 -0.1 -0.1 -0.2 0.57
H 1.769 1.525 3.209 -0.3 1.3 -0.9 0.13
C -3.510 6.402 -1.072 0.9 0.4 0.9 -1.71
C -3.226 4.925 -0.645 -0.6 -0.7 -1.8 1.27
C -1.749 4.344 -1.066 -1.9 2.2 0.4 -0.81
C -0.730 5.021 -0.221 0.7 -1.4 2.3 -0.34
C -0.989 4.646 1.273 0.3 1.0 -0.5 -1.26
C -2.408 5.111 1.757 1.2 -0.5 0.9 1.37
N -3.463 4.743 0.825 2.1 -0.6 -1.3 0.97
O -4.780 4.842 1.316 0.4 0.7 -0.5 -0.54
C -2.669 4.359 3.045 0.4 -0.2 1.0 -1.75
C -2.217 6.603 2.168 -2.0 1.5 -0.4 -1.73
C -4.230 4.008 -1.360 -0.7 -0.5 0.1 -1.63
H -3.437 6.768 -2.096 0.2 -0.9 -0.4 0.41
H -2.779 7.005 -0.534 0.0 0.2 0.0 0.25
H -4.480 6.763 -0.730 -0.2 -0.4 0.2 0.32
H -1.759 3.254 -1.036 0.1 0.1 0.4 0.19
H -1.395 4.671 -2.043 -1.1 -0.2 -0.7 0.39
H -0.728 6.108 -0.298 -0.1 -0.1 -0.4 0.31
H 0.223 4.614 -0.558 0.4 0.4 0.3 0.11
H -0.327 5.195 1.943 0.2 0.3 -0.2 0.53
H -0.679 3.631 1.521 -0.8 -0.5 -0.5 0.26
H -1.886 4.637 3.750 0.0 0.2 0.2 0.47
H -3.630 4.587 3.505 0.0 0.1 -0.1 0.45
H -2.552 3.277 2.979 -0.3 -0.1 -0.5 0.15
H -3.066 6.923 2.772 -0.4 -0.3 0.3 0.45
H -1.379 7.001 2.740 0.5 -1.1 0.0 0.38
H -2.332 7.327 1.362 0.3 -0.3 -0.5 0.34
H -5.227 4.227 -0.977 -0.1 -0.2 0.0 0.51
H -4.015 2.948 -1.224 0.1 -0.1 0.8 -0.03
H -4.325 4.009 -2.446 0.5 1.0 -0.2 0.37
H -5.060 3.924 1.320 -0.2 -0.2 0.1 0.33
C -4.915 0.085 3.968 0.7 -0.1 0.0 -1.89
C -5.061 -0.121 2.442 1.5 0.5 -0.4 1.81
C -3.689 0.229 1.734 -0.7 0.9 1.2 0.61
C -3.643 -0.157 0.278 -0.7 -1.9 0.0 -0.47
C -3.935 -1.693 0.121 0.4 0.6 0.4 -0.25
C -5.273 -2.140 0.817 0.5 1.5 -1.2 1.76
N -5.303 -1.530 2.207 1.3 -0.6 -1.6 0.51
O -6.448 -1.901 2.898 -0.9 -0.8 0.0 -0.54
C -6.370 -1.654 -0.236 -0.5 -1.2 0.5 -1.96
C -5.310 -3.697 0.911 -0.3 1.2 0.7 -1.89
C -6.091 0.830 1.880 -2.4 -0.4 -0.7 -1.91
H -4.919 1.140 4.243 0.3 0.1 -0.3 0.35
H -3.958 -0.377 4.210 0.2 0.2 0.3 0.43
H -5.625 -0.367 4.661 -0.4 -0.2 -0.7 0.37
H -3.628 1.297 1.940 0.1 0.5 -0.6 -0.29
H -2.822 -0.115 2.299 -0.1 -0.8 -0.1 -0.75
H -2.705 0.047 -0.238 0.0 0.3 0.2 0.59
H -4.474 0.217 -0.319 0.2 1.0 0.2 0.02
H -3.077 -2.304 0.402 -0.1 0.0 0.4 -0.99
H -4.000 -1.764 -0.965 -0.4 -0.7 -0.1 0.56
H -7.389 -1.673 0.151 0.0 0.2 0.3 0.35
H -6.250 -0.739 -0.817 0.5 0.3 0.6 0.35
H -6.387 -2.418 -1.013 0.1 -0.2 -0.1 0.52
H -5.365 -4.101 -0.101 0.2 -0.2 0.2 0.40
H -4.469 -4.079 1.489 0.4 0.1 -0.4 0.27
H -6.174 -4.018 1.494 -0.4 0.0 -0.4 0.51
H -7.048 0.309 1.922 -0.3 -0.2 0.4 0.45
H -6.085 1.022 0.807 0.8 0.2 0.0 0.26
H -6.332 1.760 2.394 0.7 0.1 0.3 0.36
H -6.114 -2.712 3.288 -0.5 -0.2 0.5 0.38
C -0.957 -2.628 -2.416 0.2 0.3 3.1 -2.07
C -0.198 -3.918 -2.545 -1.3 -1.5 -2.4 2.40
C 0.313 -3.902 -4.000 2.2 -0.8 0.6 -0.65
C 1.189 -5.139 -4.340 -2.0 0.4 -0.5 -0.85
C 2.241 -5.494 -3.340 0.9 0.9 -0.1 -1.60
C 1.823 -5.237 -1.883 -1.0 -2.4 -0.5 1.78
N 0.971 -4.068 -1.684 1.0 1.9 -3.2 -0.38
O 0.848 -3.641 -0.378 -0.5 -0.6 0.3 1.43
C 1.050 -6.503 -1.391 0.5 -0.6 0.7 -1.61
C 3.044 -5.108 -1.062 1.2 0.6 1.3 -2.05
C -1.294 -5.083 -2.393 0.1 0.7 -0.3 -1.71
H -1.586 -2.859 -1.555 -0.5 0.7 0.2 0.40
H -1.622 -2.253 -3.194 0.5 -0.5 -0.4 0.43
H -0.258 -1.890 -2.024 -0.1 0.5 -0.4 -0.15
H -0.496 -3.767 -4.719 0.0 -0.1 0.1 0.61
H 1.057 -3.112 -4.099 -0.5 0.8 0.1 -0.38
H 1.578 -4.934 -5.338 0.1 -0.6 -0.1 0.55
H 0.428 -5.919 -4.357 0.4 -0.6 -0.5 0.29
H 3.217 -5.045 -3.526 -0.2 1.3 -0.1 0.54
H 2.631 -6.495 -3.523 -0.9 -0.7 0.6 0.41
H 1.687 -7.360 -1.174 0.7 0.2 0.0 0.48
H 0.672 -6.247 -0.401 -0.6 -0.3 0.1 0.24
H 0.290 -6.983 -2.008 -0.1 0.8 -0.1 0.34
H 3.431 -4.090 -1.094 -0.2 0.2 0.1 0.38
H 2.791 -5.361 -0.032 0.4 0.1 0.2 0.31
H 3.896 -5.716 -1.366 -0.4 -0.5 -0.2 0.43
H -1.217 -5.902 -3.108 0.6 -0.3 0.4 0.31
H -2.296 -4.738 -2.645 0.0 0.6 0.3 0.43
H -1.304 -5.413 -1.354 -0.2 -0.3 -0.2 0.41
H 0.370 -4.407 -0.051 -0.5 0.1 1.6 -0.38
```
Positions in Å, forces in eV/Å.

The calculation puts the HOMO energy at -8.08 eV. The energy above the lowest of the compared OMol25 structures with the same formula, charge and spin comes out at 1.213 eV. As for the orbital gap: 4.53 eV. For the strongest force on any atom, the calculation gives 11.00 eV Å⁻¹. The LUMO energy is -3.5 eV.

Record 3
The molecule C5H5N3 in a non-equilibrium geometry, computed with ωB97M-V/def2-TZVPD.

Geometry as XYZ:
```
13
Properties=species:S:1:pos:R:3:forces:R:3:mulliken_charge:R:1
C 2.509 -0.542 0.013 -0.3 -0.2 1.3 -0.58
C 1.370 0.229 0.065 2.1 0.0 -1.1 -0.31
C -0.050 -0.111 -0.057 1.4 -3.1 0.8 0.95
C -0.964 0.944 -0.153 4.3 -1.4 -0.1 -0.34
C -2.205 0.633 0.060 -3.7 -0.6 0.6 -0.37
N -2.497 -0.650 0.109 -1.1 -3.4 -1.0 -0.24
N -1.665 -1.692 -0.134 0.8 2.3 1.4 -0.47
N -0.322 -1.461 -0.058 -2.9 2.4 -0.6 -0.13
H 3.668 -0.130 -0.209 -3.7 -1.2 1.0 0.23
H 2.267 -1.622 0.423 1.2 1.9 -1.6 0.25
H 1.395 1.297 0.018 1.0 0.8 -0.4 0.22
H -0.425 1.806 -0.267 0.2 2.8 -0.3 0.38
H -3.081 1.300 0.190 0.8 -0.3 0.0 0.40
```
Positions in Å, forces in eV/Å.

The calculation puts the HOMO energy at -9.56 eV. The energy above the lowest of the compared OMol25 structures with the same formula, charge and spin comes out at 3.798 eV. As for the orbital gap: 9.11 eV. For the strongest force on any atom, the calculation gives 4.53 eV Å⁻¹. The LUMO energy is -0.5 eV.